This record from the Open Molecules 2025 dataset describes a structure of composition C26H40N2O2PSiTi. The level of theory is ωB97M-V/def2-TZVPD.

Calculated values
- F_max: 0.35 eV/A
- E_tot: -2755.1706 Eh
- LUMO level (alpha / beta): 2.84 / 2.82 eV
- Total charge: -1
- E_HOMO (alpha / beta): -0.073 / -0.181 Ha
- Multiplicity: 3
- Expectation value of S²: 2.052
- Energy relative to the best compared isomer or geometry (same formula, charge and spin): 21.5 kcal/mol

Element x y z (Å)
1 Ti -1.05779 0.41752 -0.54651
2 O -0.82663 -1.37910 -1.30947
3 C -0.12053 -1.46028 -2.42581
4 C 0.66922 -2.57232 -2.70854
5 C 1.54391 -2.57635 -3.79050
6 C 1.64664 -1.45262 -4.60914
7 C 0.82981 -0.35918 -4.37745
8 C -0.10486 -0.35106 -3.32641
9 C -1.02754 0.72602 -3.15114
10 N -2.10963 0.67583 -2.34594
11 C -3.01931 1.80020 -2.40948
12 C -3.51388 2.00375 -0.98370
13 N -2.32153 1.94585 -0.16595
14 C -2.03512 2.99525 0.63145
15 C -0.73467 3.33155 1.07875
16 C -0.54832 4.42586 1.95528
17 C 0.70404 4.84607 2.35468
18 C 1.83656 4.18729 1.88387
19 C 1.68813 3.10487 1.02036
20 C 0.43769 2.65367 0.61879
21 O 0.35955 1.59907 -0.20646
22 H 0.60564 -3.41941 -2.03526
23 H 2.16251 -3.44573 -3.98098
24 H 2.34792 -1.44079 -5.43471
25 H 0.88018 0.50474 -5.03223
26 H -0.87314 1.61610 -3.76533
27 H -3.85183 1.59462 -3.09210
28 H -2.50738 2.71183 -2.75305
29 H -4.19996 1.18515 -0.73082
30 H -4.05626 2.94690 -0.85833
31 H -2.84442 3.67465 0.89995
32 H -1.43104 4.94597 2.31269
33 H 0.80114 5.68891 3.02871
34 H 2.82595 4.51008 2.18335
35 H 2.55417 2.58627 0.62799
36 C 4.26125 -0.76882 2.17055
37 C 2.81122 -0.51726 1.77198
38 P 2.20705 -1.18814 0.15174
39 C 3.64018 -0.86296 -0.96607
40 C 3.82995 0.63300 -1.21124
41 C 2.42694 -3.00713 0.41178
42 C 1.22401 -3.59525 1.14924
43 H 4.46751 -0.36546 3.16475
44 H 4.95347 -0.29332 1.47340
45 H 4.49631 -1.83469 2.19204
46 H 2.59829 0.55457 1.75101
47 H 2.13031 -0.92474 2.52612
48 H 3.38463 -1.35773 -1.90775
49 H 4.56265 -1.32125 -0.59478
50 H 4.15141 1.14522 -0.30088
51 H 4.58461 0.81673 -1.97891
52 H 2.89217 1.08974 -1.53343
53 H 3.36357 -3.24313 0.92597
54 H 2.49987 -3.44218 -0.58849
55 H 1.12474 -3.16787 2.15001
56 H 1.30719 -4.67900 1.26054
57 H 0.30395 -3.37004 0.60569
58 C -3.81517 -1.86165 0.14578
59 Si -3.08633 -1.06961 1.69208
60 C -3.05384 -2.41086 3.02573
61 C -4.25618 0.27830 2.29954
62 C -1.41049 -0.35771 1.38782
63 H -3.28425 -2.78666 -0.09081
64 H -3.71867 -1.21226 -0.72838
65 H -4.87357 -2.10087 0.28586
66 H -4.05819 -2.69257 3.35472
67 H -2.49605 -2.05999 3.89759
68 H -2.55794 -3.31084 2.65229
69 H -5.29649 -0.05727 2.31383
70 H -4.18317 1.16123 1.66191
71 H -3.98614 0.58132 3.31463
72 H -0.61378 -1.09891 1.52696
73 H -1.24023 0.47692 2.08062

Computed Löwdin charges, given in elementary charges:
1. Ti 1.0230
2. O -0.2249
3. C -0.3744
4. C -0.0577
5. C -0.1313
6. C -0.1362
7. C -0.0641
8. C -0.1809
9. C -0.1462
10. N -0.1343
11. C -0.2284
12. C -0.2308
13. N -0.1560
14. C -0.1260
15. C -0.1719
16. C -0.0705
17. C -0.1362
18. C -0.1208
19. C -0.0453
20. C -0.3112
21. O -0.2141
22. H 0.1016
23. H 0.0882
24. H 0.0845
25. H 0.1006
26. H 0.1127
27. H 0.1107
28. H 0.1124
29. H 0.0975
30. H 0.1115
31. H 0.1079
32. H 0.0980
33. H 0.0857
34. H 0.0851
35. H 0.0860
36. C -0.1586
37. C -0.4000
38. P 0.9911
39. C -0.4173
40. C -0.1601
41. C -0.4224
42. C -0.1701
43. H 0.0640
44. H 0.0537
45. H 0.0540
46. H 0.0500
47. H 0.0691
48. H 0.0582
49. H 0.0692
50. H 0.0489
51. H 0.0644
52. H 0.0620
53. H 0.0618
54. H 0.0599
55. H 0.0585
56. H 0.0616
57. H 0.0537
58. C -0.1833
59. Si 0.4077
60. C -0.1972
61. C -0.1817
62. C -0.3168
63. H 0.0286
64. H 0.0090
65. H 0.0231
66. H 0.0176
67. H 0.0204
68. H 0.0183
69. H 0.0224
70. H 0.0031
71. H 0.0267
72. H -0.0131
73. H 0.0194